Record 1
Computed, not measured: 2 unconnected molecules or ions with the total composition CH3FIP in a non-equilibrium geometry, with ωB97M-V/def2-TZVPD.

Geometry as ORCA input:
```
! RIJCOSX wB97M-V def2-TZVPD def2/J DEFGRID3
* xyz 0 1
P -0.920 -1.923 0.594
H 0.684 1.443 0.250
H 0.165 0.128 -1.170
F -0.242 -1.117 1.852
C 0.716 1.089 -0.836
I 1.484 2.455 -2.138
H -1.887 -2.076 1.448
*
```

Output
E_tot in eV: -21188.9862

---

Record 2
Computed, not measured: a molecular structure, C3H8N4S in a non-equilibrium geometry, with ωB97M-V/def2-TZVPD.

Geometry as ORCA input:
```
! RIJCOSX wB97M-V def2-TZVPD def2/J DEFGRID3
* xyz 0 1
N -2.176 -0.116 0.780
C 2.360 0.627 0.280
H -0.277 -2.220 -0.290
C 0.090 -0.475 -0.215
H -0.724 2.328 -1.559
N 0.612 -1.666 -0.318
S 0.051 2.178 0.009
N 0.969 0.660 -0.061
H -1.913 -1.199 -0.840
N 3.037 -0.416 0.318
H -2.431 -1.227 1.402
H -1.833 0.594 -1.067
H -1.547 0.583 1.507
C -1.454 -0.221 -0.411
H 2.766 1.796 0.174
H 2.470 -1.227 0.291
*
```

Output
E_tot in eV: -20031.2019

---

Record 3
Computed, not measured: 11 unconnected molecules or ions with the total composition C45H112O14S, with ωB97M-V/def2-TZVPD.

Geometry as ORCA input:
```
! RIJCOSX wB97M-V def2-TZVPD def2/J DEFGRID3
* xyz 0 1
C 6.468 0.289 -1.883
H -9.801 -6.310 -11.150
H 6.533 -0.601 -2.510
C 4.841 -1.750 6.959
H -0.839 2.544 -9.382
C -6.146 1.282 1.774
H -2.331 -3.882 -9.426
H 1.755 -1.249 -6.851
C -0.960 1.810 -8.584
H -4.830 -1.378 -8.439
C 2.314 -0.553 2.884
H -1.087 2.998 2.602
H -9.025 3.008 4.502
H -1.673 0.794 -0.850
O -2.916 -2.054 -8.883
H 2.936 3.629 0.194
H 7.268 0.202 -4.477
C 3.669 -1.396 7.854
H -4.502 4.293 6.327
H 4.768 -0.171 -4.558
H 4.714 1.134 -2.810
H 1.071 -1.074 -2.251
H 4.495 -2.283 6.073
H -2.683 5.151 4.012
H 5.505 -0.245 -6.157
H -4.695 -3.650 -10.197
C 2.061 -0.607 -2.203
H 2.037 -0.374 3.923
H -0.457 3.212 -7.035
H 0.890 5.091 5.189
C -8.950 2.976 3.414
H -2.851 -3.791 -7.750
C 2.152 -3.078 4.426
H 0.131 -2.278 4.538
H -6.363 5.205 5.512
C -0.884 1.624 4.288
H 1.794 0.270 -7.742
H 2.799 -1.349 -2.499
H -7.579 3.576 1.857
C -8.947 -6.817 -10.699
H 9.958 0.084 9.582
H -9.785 3.539 2.994
H -7.116 6.798 5.473
H 3.457 -2.606 10.907
C 8.670 0.989 7.296
C -7.660 -6.155 -11.159
H 10.342 1.570 6.081
C 3.077 2.547 0.263
H -5.386 1.345 3.782
H 4.996 -2.332 10.081
H 7.481 0.586 -1.605
H -0.663 4.271 5.109
H -9.043 -6.758 -9.614
H -0.656 0.840 -8.978
H 4.015 -0.839 8.732
H 0.923 2.313 -7.650
O -0.295 1.384 -6.249
H 0.937 3.426 3.353
H 5.926 0.013 -0.976
H 7.827 -1.901 8.607
H 2.085 2.993 4.613
H -9.058 1.939 3.093
C 4.203 -3.060 10.254
C 5.291 0.415 -5.315
C -3.089 -3.458 -8.767
C -3.681 -1.491 -6.612
H -4.423 4.861 3.878
H -7.581 -6.194 -12.251
O 2.983 1.926 -1.007
C -7.639 3.586 2.951
C -6.069 -8.433 -12.235
H 1.411 2.130 -3.859
C 0.689 -3.172 4.821
H -3.994 -2.494 -6.323
H 4.644 -3.912 10.773
H -0.579 -0.449 -7.181
O 6.402 1.931 -3.726
H 8.400 -0.218 10.361
H -7.022 -8.670 -10.312
S -0.514 1.505 -0.826
C 5.740 1.428 -2.573
H 2.876 3.219 -2.590
H 2.164 0.254 -6.009
H -0.654 1.343 2.176
C 8.583 -1.138 8.415
H -3.353 3.533 4.287
H -4.312 -0.779 -6.078
C -0.035 1.402 -2.536
O 2.882 -2.511 8.247
O -6.488 2.984 3.520
C -3.524 4.599 4.437
H 2.680 -3.974 4.756
H -8.997 -7.867 -10.991
H 5.576 -2.379 7.463
H 9.509 0.117 5.507
H 5.672 2.283 -1.900
O -3.859 6.261 6.225
H 2.974 -0.747 7.319
H -1.075 0.568 4.483
H 4.076 2.356 0.655
C -6.239 -8.057 -10.774
H 0.720 -1.929 2.424
H 0.616 -3.277 5.904
H -0.384 0.445 -2.927
C 6.585 1.005 -4.781
H -2.018 1.757 -8.323
H -2.775 4.598 6.458
H -6.984 -8.278 -12.809
H -6.473 6.165 6.996
O 0.404 0.777 0.007
C 1.815 -1.892 2.372
C 0.070 0.025 -6.437
O 2.179 0.455 -3.139
H 3.400 -0.489 2.797
O -0.857 2.867 -0.516
H 2.330 2.136 0.946
H -1.490 2.196 5.001
H 9.359 -1.605 7.797
H -0.142 -0.454 -5.478
C 1.532 -0.184 -6.785
C 1.022 3.097 4.396
C 9.173 -0.658 9.730
C -6.307 6.217 5.919
C 2.213 2.613 -1.961
C 3.565 -3.528 8.956
O 7.899 -0.134 7.687
H 2.802 -4.278 9.168
C -1.255 1.951 2.853
H -7.109 1.011 3.689
H 2.618 -2.227 4.933
H 10.590 0.036 6.905
H -5.932 0.219 1.653
H 9.012 1.548 8.175
C -3.793 -1.255 -8.108
H -0.629 2.180 -3.018
H -5.324 1.854 1.340
H -7.664 -5.102 -10.877
H -5.249 -3.573 -8.520
H 4.617 1.203 -5.654
H -2.648 -1.350 -6.290
H -5.808 -9.489 -12.314
C -4.464 -3.953 -9.175
H 0.501 3.825 6.363
H 9.616 -1.502 10.262
H 2.087 -2.016 1.323
C -4.975 6.882 5.611
H 1.865 0.249 2.296
H 7.089 1.572 -5.565
H -2.312 1.740 2.671
H -4.969 7.901 5.997
H -7.052 1.501 1.207
H 0.217 -4.036 4.350
H -7.586 4.629 3.265
H -4.831 6.947 4.526
H -3.503 -0.229 -8.340
O 0.499 1.789 4.550
H 2.262 -0.276 -1.187
H -4.500 -5.042 -9.129
O 2.382 -3.013 3.029
C -3.678 4.889 5.918
C -0.135 2.229 -7.379
H 4.317 -4.007 8.318
C 0.397 4.126 5.320
C -6.301 1.606 3.249
O -6.490 -6.679 -10.555
H -5.315 -8.258 -10.231
C 9.847 0.651 6.397
H 1.505 3.297 -1.481
H 5.359 -0.843 6.646
H -5.273 -7.844 -12.693
C 1.453 1.636 -2.886
H 7.969 1.630 6.762
*
```

Output
SMILES: COC[C@H](C[SH](=O)=O)OC.CCOCC.CCOCC.CCOCC.CCOCC.CCOCC.CCOCC.CCOCC.CCOCC.CCOCC.CCOCC
E_tot in eV: -87975.1115

---

Record 4
Computed, not measured: 5 unconnected molecules or ions with the total composition C2H13NO4 in a non-equilibrium geometry, with ωB97M-V/def2-TZVPD.

Geometry as ORCA input:
```
! RIJCOSX wB97M-V def2-TZVPD def2/J DEFGRID3
* xyz 0 1
N 1.958 -1.578 -0.002
C 1.033 -2.325 2.134
H 0.779 -1.385 2.601
H 0.183 1.804 1.961
O -2.624 3.491 0.158
H 0.656 -3.186 2.668
H 0.915 2.366 0.759
H -3.523 3.610 -0.161
H 2.430 -1.970 -0.798
H 2.318 -0.726 0.395
C 1.637 -2.535 0.973
H -2.779 1.341 -1.976
O -1.957 1.837 -1.924
H -1.597 1.827 -2.815
O 0.726 1.538 1.210
O 0.007 -1.062 -2.082
H -0.553 -1.724 -1.678
H -2.165 3.081 -0.600
H 0.727 -0.848 -1.476
H 1.829 -3.554 0.654
*
```

Output
SMILES: C=CN.O.O.O.O
E_tot in eV: -11964.2413

---

Which of these has the lowest E_tot?
C45H112O14S

---

The highest E_tot belongs to which entry?
C2H13NO4